1.
DFT (ωB97M-V/def2-TZVPD) results for a cluster of 3 separate species, C4H13NO2 in total in a non-equilibrium geometry.

```
20
Properties=species:S:1:pos:R:3:mulliken_charge:R:1
C 2.85 0.24 -0.41 -1.421
C 2.48 -1.13 -0.45 1.133
C 1.27 -1.46 0.05 -0.264
N 0.63 -0.68 1.03 -0.348
C 3.24 -2.06 -1.33 -1.146
H 1.97 0.99 -0.57 0.346
H 3.06 0.58 0.68 0.402
H 3.77 0.49 -0.92 0.364
H 0.72 -2.32 -0.29 0.352
H -0.32 -0.80 1.18 0.294
H 0.73 0.32 1.16 0.263
H 4.28 -2.20 -1.06 0.361
H 2.61 -3.03 -1.48 0.325
H 3.30 -1.52 -2.37 0.338
H -5.91 2.12 -1.25 0.332
H -5.73 2.76 0.23 0.313
O -6.41 2.58 -0.50 -0.640
H -4.17 2.17 2.68 0.327
H -4.57 1.35 1.60 0.296
O -3.80 1.61 2.03 -0.626
```

## Properties
E_HOMO (alpha / beta): -0.495 / -0.495 Eh
ΔE to the lowest compared entry with this formula, charge and spin: 29.7 kcal/mol
orbital gap (alpha / beta): 9.7 / 6.3 eV
E_tot: -365.099695 a.u.
total charge: +1
multiplicity: 2

2.
DFT (ωB97M-V/def2-TZVPD) results for a cluster of 3 separate species, C4H13NO3 in total in a non-equilibrium geometry.

```
21
Properties=species:S:1:pos:R:3:mulliken_charge:R:1
C 0.20 -2.75 0.88 -1.170
N -0.27 -1.29 0.99 0.053
C -0.41 -0.73 2.40 -0.993
C -1.38 -1.08 0.13 -0.710
C -0.84 -1.44 -1.29 -0.159
O -1.59 -1.32 -2.19 -0.496
H -0.37 -3.39 0.09 0.389
H 1.25 -2.68 0.78 0.336
H -0.04 -3.34 1.73 0.394
H 0.45 -1.14 2.95 0.387
H -1.43 -0.95 2.78 0.316
H -0.37 0.44 2.45 0.246
H -1.77 -0.05 0.15 0.364
H -2.16 -1.81 0.40 0.420
H 0.15 -1.51 -1.52 0.589
H 0.62 0.19 -0.35 0.407
H 0.99 1.50 -1.21 0.290
O 1.02 0.55 -1.16 -0.664
H 1.73 6.79 -0.57 0.317
H 3.18 6.34 -0.53 0.327
O 2.35 6.35 0.00 -0.644
```

## Properties
SMILES string: CN(C)CC=O.O.O
E_HOMO: -0.324 Eh
ΔE to the lowest compared entry with this formula, charge and spin: 78.2 kcal/mol
orbital gap: 9.5 eV
E_tot: -440.590636 a.u.
total charge: 0
multiplicity: 1

3.
DFT (ωB97M-V/def2-TZVPD) results for a cluster of 2 separate species, C4H13NO3 in total in a non-equilibrium geometry.

```
21
Properties=species:S:1:pos:R:3:mulliken_charge:R:1
C 0.05 -0.73 -0.92 -0.516
C 0.15 -1.93 -0.04 -0.837
C 1.45 -1.83 1.00 -0.182
O 1.47 -3.02 1.74 -0.527
N -0.13 0.67 -0.29 -0.242
C -1.30 1.31 -1.05 -0.425
O -2.52 0.81 -0.72 -0.525
H 0.87 -0.63 -1.72 0.234
H -0.79 -0.79 -1.67 0.342
H 0.43 -2.97 -0.64 0.308
H -0.68 -2.40 0.62 0.332
H 2.32 -1.98 0.41 0.271
H 1.32 -0.88 1.52 0.285
H 0.71 -3.66 1.45 0.311
H 0.04 0.69 0.74 0.238
H -1.49 2.29 -0.72 0.315
H -1.03 1.33 -2.18 0.297
H -2.74 0.02 -1.23 0.320
H 1.08 4.22 1.83 0.321
H 0.55 5.03 0.52 0.333
O 0.24 4.44 1.36 -0.653
```

## Properties
SMILES string: OCCCNCO.O
E_HOMO: -0.322 Eh
ΔE to the lowest compared entry with this formula, charge and spin: 102.1 kcal/mol
orbital gap: 9.5 eV
E_tot: -440.552497 a.u.
total charge: 0
multiplicity: 1

4.
DFT (ωB97M-V/def2-TZVPD) results for a cluster of 3 separate species, C4H13NO3 in total in a non-equilibrium geometry.

```
21
Properties=species:S:1:pos:R:3:mulliken_charge:R:1
C -1.72 -2.85 1.86 0.168
N -1.40 -1.52 2.02 0.013
C 0.00 -1.15 2.22 -0.515
C 0.78 -0.79 0.94 -1.038
C -2.20 -0.57 1.28 -0.941
O -2.63 -3.24 1.17 -0.565
H -1.00 -3.54 2.33 0.300
H 0.02 -0.26 2.84 0.280
H 0.42 -2.02 2.72 0.381
H 0.33 -1.43 0.17 0.302
H 1.82 -1.02 1.13 0.348
H 0.72 0.25 0.62 0.339
H -1.61 0.17 0.74 0.292
H -2.85 0.01 1.96 0.288
H -2.89 -1.07 0.61 0.348
H 3.58 2.72 -1.67 0.313
H 2.85 1.77 -2.33 0.305
O 3.71 1.77 -1.87 -0.619
H 1.25 4.45 -5.07 0.309
H 0.01 3.90 -5.75 0.320
O 0.79 4.44 -5.91 -0.629
```

## Properties
SMILES string: CCN(C)C=O.O.O
E_HOMO: -0.345 Eh
ΔE to the lowest compared entry with this formula, charge and spin: 37.4 kcal/mol
orbital gap: 9.5 eV
E_tot: -440.655580 a.u.
total charge: 0
multiplicity: 1

5.
DFT (ωB97M-V/def2-TZVPD) results for a cluster of 2 separate species, C4H13NO3 in total in a non-equilibrium geometry.

```
21
Properties=species:S:1:pos:R:3:mulliken_charge:R:1
C -2.02 -0.47 -1.46 -0.902
O -3.09 -1.38 -1.32 -0.482
C -0.94 -0.85 -0.37 0.225
C 0.48 -0.28 -0.62 -0.760
C 1.26 -0.44 0.73 -0.594
O 1.17 0.78 1.44 -0.592
N -1.44 -0.40 0.93 -0.547
H -1.48 -0.51 -2.35 0.468
H -2.46 0.53 -1.23 0.359
H -2.95 -1.93 -2.13 0.327
H -0.86 -1.97 -0.33 0.188
H 0.49 0.69 -0.90 0.452
H 0.92 -1.03 -1.44 0.314
H 2.36 -0.58 0.41 0.282
H 0.84 -1.23 1.22 0.453
H -1.73 -1.21 1.55 0.231
H 0.25 0.78 1.99 0.360
H -2.26 0.12 0.81 0.224
H 3.45 2.52 1.37 0.311
H 4.26 3.73 1.10 0.293
O 3.75 3.13 0.63 -0.609
```

## Properties
SMILES string: N[C@@H](CO)CCO.O
E_HOMO: -0.335 Eh
ΔE to the lowest compared entry with this formula, charge and spin: 67.3 kcal/mol
orbital gap: 9.9 eV
E_tot: -440.607989 a.u.
total charge: 0
multiplicity: 1

6.
DFT (ωB97M-V/def2-TZVPD) results for a cluster of 3 separate species, C4H13NO3 in total in a non-equilibrium geometry.

```
21
Properties=species:S:1:pos:R:3:mulliken_charge:R:1
O 2.35 -0.47 0.48 -0.540
C 1.84 -0.32 1.58 0.020
C 0.76 0.71 1.72 -0.719
C 0.05 0.56 0.37 -0.463
C -1.36 1.16 0.49 -0.534
N -2.04 0.46 -0.69 -0.472
H 2.19 -0.96 2.54 0.303
H 0.04 0.32 2.45 0.329
H 1.03 1.75 2.11 0.402
H -0.30 -0.55 0.34 0.294
H 0.70 1.04 -0.41 0.471
H -1.85 0.80 1.40 0.369
H -1.22 2.29 0.20 0.322
H -3.02 0.19 -0.38 0.321
H -2.21 1.09 -1.46 0.292
H 1.86 -0.71 -1.19 0.475
H 1.85 -1.90 -2.10 0.357
O 1.53 -0.98 -2.05 -0.707
H -0.12 -1.50 -2.22 0.450
H -1.22 -1.12 -1.33 0.409
O -0.85 -1.89 -1.84 -0.380
```

## Properties
E_HOMO (alpha / beta): -0.521 / -0.520 Eh
ΔE to the lowest compared entry with this formula, charge and spin: 86.5 kcal/mol
orbital gap (alpha / beta): 10.9 / 4.6 eV
E_tot: -440.252121 a.u.
total charge: +1
multiplicity: 2

7.
DFT (ωB97M-V/def2-TZVPD) results for a cluster of 3 separate species, C4H13NO4 in total in a non-equilibrium geometry.

```
22
Properties=species:S:1:pos:R:3:mulliken_charge:R:1
C 1.51 0.81 0.59 -0.755
N 0.38 0.56 1.55 -0.084
C -0.72 1.35 1.35 0.391
O -1.09 1.39 0.01 -0.442
O -1.34 2.00 2.15 -0.582
C 1.61 -0.19 -0.54 0.631
C 2.29 -1.51 0.01 -1.552
H 1.55 1.87 0.35 0.371
H 2.36 0.60 1.26 0.468
H 0.63 0.35 2.50 0.267
H -2.04 1.66 0.06 0.303
H 2.39 0.20 -1.20 0.290
H 0.71 -0.54 -1.02 -0.589
H 1.94 -1.83 0.99 0.322
H 2.09 -2.37 -0.63 0.428
H 3.34 -1.22 0.14 0.438
H -1.08 0.05 -1.66 0.441
H -2.50 0.01 -2.37 0.292
O -1.58 -0.31 -2.42 -0.653
H -0.09 -2.84 -0.98 0.321
H -1.11 -2.37 -2.02 0.363
O -0.81 -3.18 -1.55 -0.670
```

## Properties
SMILES string: CCCNC(=O)O.O.O
E_HOMO: -0.381 Eh
ΔE to the lowest compared entry with this formula, charge and spin: 14.6 kcal/mol
orbital gap: 10.8 eV
E_tot: -515.928853 a.u.
total charge: 0
multiplicity: 1

8.
DFT (ωB97M-V/def2-TZVPD) results for a cluster of 4 separate species, C4H13NO6 in total in a non-equilibrium geometry.

```
24
Properties=species:S:1:pos:R:3:mulliken_charge:R:1
O -0.14 -0.63 -0.52 -0.465
C -0.53 0.09 0.31 0.483
N 0.32 0.98 0.94 -0.048
C 0.22 1.88 2.00 -0.096
O 1.21 2.40 2.35 -0.463
C -1.96 0.15 0.74 -0.608
C -2.73 0.98 -0.27 -0.430
O -4.19 0.76 -0.20 -0.521
H 1.29 0.83 0.57 0.184
H -0.62 2.25 2.32 0.455
H -2.15 0.78 1.61 0.187
H -2.24 -0.86 0.86 0.481
H -2.58 2.06 0.01 0.257
H -2.41 0.89 -1.31 0.273
H -4.29 -0.30 -0.14 0.361
H 3.54 1.21 -0.42 0.285
H 3.18 -0.30 -0.28 0.323
O 2.84 0.48 -0.52 -0.657
H 0.39 -1.99 -2.65 0.309
H 1.55 -1.00 -2.22 0.339
O 1.33 -1.81 -2.69 -0.639
H 2.62 -3.02 -1.02 0.355
H 2.35 -3.02 0.62 0.303
O 3.01 -2.82 -0.09 -0.667
```

## Properties
SMILES string: O=CNC(=O)CCO.O.O.O
E_HOMO: -0.383 Eh
ΔE to the lowest compared entry with this formula, charge and spin: 56.7 kcal/mol
orbital gap: 10.9 eV
E_tot: -666.373187 a.u.
total charge: 0
multiplicity: 1

9.
DFT (ωB97M-V/def2-TZVPD) results for a cluster of 2 separate species, C4H13NOS in total in a non-equilibrium geometry.

```
20
Properties=species:S:1:pos:R:3:mulliken_charge:R:1
C 1.26 1.25 1.68 -0.804
N 0.72 0.56 0.37 -0.411
C -0.82 0.68 0.14 -0.142
C -0.99 0.12 -1.29 -0.622
S -2.78 0.02 -1.67 -0.199
C -1.61 -0.19 1.19 -1.033
H 0.76 0.96 2.59 0.303
H 2.38 0.95 1.91 0.265
H 1.16 2.36 1.65 0.292
H 0.90 -0.46 0.63 0.239
H -1.06 1.70 0.39 0.370
H -0.61 0.89 -1.94 0.346
H -0.32 -0.66 -1.34 0.387
H -2.53 0.40 -2.88 0.129
H -2.68 -0.22 0.85 0.332
H -1.16 -1.20 0.86 0.274
H -1.45 0.11 2.30 0.273
H 3.21 -2.05 -2.42 0.309
H 2.81 -3.08 -1.46 0.304
O 2.81 -2.15 -1.55 -0.611
```

## Properties
SMILES string: CN[C@H](C)CS.O
E_HOMO: -0.328 Eh
ΔE to the lowest compared entry with this formula, charge and spin: 48.7 kcal/mol
orbital gap: 9.7 eV
E_tot: -688.311090 a.u.
total charge: 0
multiplicity: 1

10.
DFT (ωB97M-V/def2-TZVPD) results for a cluster of 2 separate species, C4H13NOS in total in a non-equilibrium geometry.

```
20
Properties=species:S:1:pos:R:3:mulliken_charge:R:1
C 1.04 1.86 -0.14 -1.560
C 0.28 0.55 -0.05 0.470
C 1.11 -0.64 -0.49 -0.699
C 0.39 -1.96 -0.22 -0.680
S 0.41 -2.53 1.49 -0.212
N -0.95 0.60 -0.88 -0.609
H 1.58 1.99 -1.08 0.331
H 1.88 1.85 0.57 0.379
H 0.41 2.70 0.17 0.402
H -0.10 0.42 0.97 0.176
H 1.32 -0.62 -1.56 0.349
H 2.03 -0.53 0.10 0.306
H -0.67 -1.78 -0.40 0.307
H 0.68 -2.73 -0.94 0.391
H 1.73 -2.59 1.66 0.104
H -1.52 1.40 -0.61 0.323
H -0.70 0.77 -1.85 0.232
H -3.00 -0.01 0.41 0.341
H -2.61 0.65 1.74 0.313
O -3.33 0.60 1.09 -0.663
```

## Properties
SMILES string: C[C@@H](N)CCS.O
E_HOMO: -0.336 Eh
ΔE to the lowest compared entry with this formula, charge and spin: 7.3 kcal/mol
orbital gap: 10.0 eV
E_tot: -688.377162 a.u.
total charge: 0
multiplicity: 1

11.
DFT (ωB97M-V/def2-TZVPD) results for a cluster of 2 separate species, C4H13NOS in total in a non-equilibrium geometry.

```
20
Properties=species:S:1:pos:R:3:mulliken_charge:R:1
C 0.78 -2.08 -1.89 -1.216
C -0.06 -1.10 -0.91 0.412
C 0.28 0.41 -1.14 -0.803
C -0.86 1.34 -0.27 -0.668
S -2.45 1.22 -1.05 -0.263
N 0.00 -1.55 0.50 -0.623
H 1.86 -1.88 -1.90 0.319
H 0.33 -1.92 -3.01 0.283
H 0.65 -3.25 -1.71 0.303
H -1.16 -1.23 -1.28 0.254
H 1.26 0.79 -0.66 0.301
H 0.12 0.72 -2.22 0.298
H -0.74 0.79 0.73 0.322
H -0.69 2.37 -0.06 0.448
H -3.09 1.17 0.17 0.131
H -0.48 -2.43 0.62 0.267
H 0.96 -1.77 0.78 0.235
H 0.86 3.02 5.19 0.330
H 1.41 2.99 3.76 0.309
O 1.01 2.42 4.37 -0.639
```

## Properties
SMILES string: C[C@@H](N)CCS.O
E_HOMO: -0.322 Eh
ΔE to the lowest compared entry with this formula, charge and spin: 45.6 kcal/mol
orbital gap: 9.5 eV
E_tot: -688.315991 a.u.
total charge: 0
multiplicity: 1